ORCA calculation (wB97M-V/def2-TZVPD) on a structure of composition C33H30F3MnNO4P2S3Te.

Values from the calculation:
- Charge: -2
- E_tot: -5227.347126 Ha
- E_HOMO (spin up / spin down): -1.6 / -2.2 eV
- Orbital gap (spin up / spin down): 5.7635 / 6.3339 eV
- LUMO (spin up / spin down): 0.1516 / 0.1514 Eh
- Multiplicity: 6

Geometry (Å):
Mn -2.664 -0.617 0.205
S -1.539 -0.509 2.745
P 0.012 -0.452 1.456
C -0.507 -0.126 -0.088
P 0.198 0.436 -1.512
S -1.015 0.943 -2.993
C 1.386 -0.818 -2.163
C 2.708 -0.904 -1.735
C 3.515 -1.968 -2.119
C 3.001 -2.972 -2.927
C 1.682 -2.896 -3.359
C 0.884 -1.823 -2.988
C 1.272 1.912 -1.242
C 2.338 2.254 -2.070
C 3.029 3.443 -1.881
C 2.650 4.320 -0.874
C 1.572 4.001 -0.059
C 0.894 2.806 -0.244
C 0.940 -2.035 1.637
C 1.481 -2.414 2.866
C 2.200 -3.591 2.982
C 2.391 -4.403 1.866
C 1.845 -4.039 0.646
C 1.114 -2.859 0.536
C 1.285 0.694 2.145
C 2.606 0.610 1.712
C 3.545 1.553 2.102
C 3.176 2.589 2.950
C 1.868 2.668 3.407
C 0.930 1.727 3.006
H 3.114 -0.132 -1.094
H 4.541 -2.019 -1.773
H 3.624 -3.810 -3.219
H 1.270 -3.677 -3.987
H -0.145 -1.750 -3.321
H 2.620 1.593 -2.881
H 3.860 3.691 -2.532
H 3.189 5.250 -0.729
H 1.261 4.680 0.726
H 0.053 2.545 0.385
H 1.323 -1.778 3.730
H 2.612 -3.883 3.941
H 2.955 -5.324 1.957
H 1.980 -4.666 -0.227
H 0.664 -2.570 -0.406
H 2.900 -0.207 1.063
H 4.564 1.482 1.740
H 3.906 3.332 3.251
H 1.575 3.470 4.076
H -0.094 1.774 3.361
F -3.449 5.816 -2.622
C -3.244 5.673 -1.302
F -4.228 6.373 -0.685
F -2.093 6.310 -1.010
C -3.223 4.239 -0.862
C -3.757 3.247 -1.653
C -3.705 1.932 -1.192
N -3.160 1.624 -0.022
C -2.659 2.589 0.746
C -2.668 3.917 0.373
H -4.172 3.462 -2.626
H -4.114 1.108 -1.766
H -2.210 2.257 1.677
H -2.235 4.675 1.012
O -5.401 -2.865 -0.848
S -4.983 -1.467 -0.971
O -3.571 -1.409 -1.542
O -4.785 -0.864 0.408
O -5.891 -0.654 -1.769
C -1.547 -4.607 2.207
Te -3.179 -3.753 1.110
C -2.678 -4.647 -0.754
H -0.623 -4.519 1.641
H -1.732 -5.650 2.458
H -1.446 -4.017 3.118
H -2.842 -5.723 -0.736
H -1.640 -4.416 -0.989
H -3.338 -4.159 -1.467